# 1
86
Properties=species:S:1:pos:R:3 method="wB97M-V/def2-TZVPD" multiplicity=1 homo_ev=-9.68 energy_ev=-53692.596 charge=+1 lumo_energy_ev=-4.5
C -3.15 1.25 2.45
C -1.82 1.00 3.17
C -0.68 0.87 2.14
C -0.15 2.26 1.73
C 0.93 2.83 2.61
C 1.55 2.09 3.61
C 2.57 2.67 4.36
C 2.93 3.98 4.12
N 2.30 4.70 3.17
C 2.68 6.10 2.97
F 3.64 6.43 3.81
F 3.11 6.25 1.73
F 1.64 6.88 3.18
C 1.31 4.16 2.41
B 0.56 4.97 1.23
O -0.44 5.79 1.67
C 0.90 4.79 -0.29
C 2.31 4.25 -0.60
H -4.01 1.07 3.09
H -3.26 0.63 1.55
H -3.21 2.29 2.13
H -1.89 0.15 3.83
H -1.64 1.91 3.75
H 0.11 0.18 2.44
H -1.11 0.44 1.24
H 0.29 2.16 0.74
H -1.01 2.92 1.68
H 1.28 1.08 3.85
H 3.08 2.12 5.12
H 3.73 4.41 4.70
H -0.55 6.51 1.05
H 0.78 5.76 -0.77
H 0.11 4.15 -0.70
H 2.71 3.62 0.19
H 2.28 3.67 -1.52
H 2.97 5.09 -0.80
N -0.35 -3.36 1.21
C 0.60 -3.86 0.36
C 1.81 -3.80 1.00
C 1.59 -3.23 2.28
C 0.24 -2.97 2.39
H -1.33 -3.29 1.00
H 0.33 -4.22 -0.62
H 2.76 -4.11 0.59
H 2.32 -3.03 3.04
H -0.34 -2.55 3.19
N 0.04 -0.87 -1.30
C -0.80 0.02 -1.92
C -0.55 -0.04 -3.27
C 0.47 -1.00 -3.47
C 0.81 -1.49 -2.24
H 0.08 -1.04 -0.32
H -1.50 0.62 -1.36
H -1.06 0.55 -4.03
H 0.91 -1.30 -4.41
H 1.53 -2.23 -1.95
N -3.15 -3.83 3.68
C -2.72 -4.39 4.85
C -3.59 -4.02 5.84
C -4.59 -3.21 5.24
C -4.30 -3.11 3.91
H -2.71 -3.94 2.79
H -1.83 -5.00 4.88
H -3.52 -4.30 6.88
H -5.43 -2.75 5.73
H -4.80 -2.60 3.11
N -0.67 1.36 -6.98
C -1.35 1.11 -8.14
C -1.81 2.30 -8.63
C -1.39 3.32 -7.73
C -0.68 2.71 -6.72
H -0.22 0.67 -6.40
H -1.44 0.10 -8.52
H -2.38 2.43 -9.53
H -1.57 4.37 -7.81
H -0.20 3.11 -5.85
N 1.49 -5.32 -3.18
C 2.82 -5.42 -3.51
C 3.04 -6.69 -3.95
C 1.80 -7.39 -3.89
C 0.87 -6.51 -3.41
H 1.05 -4.49 -2.82
H 3.48 -4.58 -3.41
H 3.98 -7.09 -4.29
H 1.62 -8.41 -4.16
H -0.19 -6.64 -3.21

# 2
113
Properties=species:S:1:pos:R:3 method="wB97M-V/def2-TZVPD" multiplicity=1 relative_energy_kcal_mol=0.0 homo_ev=-11.86 energy_ev=-334355.587 charge=+1 lumo_energy_ev=-4.5
C -0.11 -6.13 2.43
N -0.89 -5.73 1.27
C -1.50 -4.42 1.32
C -0.91 -3.39 0.34
Cl 0.86 -3.47 0.43
N -1.31 -3.77 -1.05
C -1.50 -2.76 -1.83
Br -1.98 -2.97 -3.57
C -1.20 -1.46 -1.12
N 0.19 -1.18 -1.48
S -2.30 -0.09 -1.62
C -1.44 -1.93 0.38
C -0.83 -1.08 1.53
C 0.17 0.07 1.26
C 1.55 -0.08 1.91
F 1.78 -1.33 2.37
F 1.62 0.76 2.98
C 2.71 0.31 0.97
F 2.54 -0.32 -0.21
F 2.61 1.64 0.75
C 4.14 -0.07 1.51
F 4.37 -1.37 1.22
F 4.13 0.06 2.85
C 5.40 0.72 1.01
F 5.18 2.05 1.06
F 6.36 0.45 1.91
C 5.97 0.31 -0.41
F 6.96 -0.56 -0.18
F 5.05 -0.31 -1.17
C 6.59 1.45 -1.27
F 7.45 2.14 -0.50
F 7.30 0.84 -2.23
C 5.58 2.42 -1.99
F 4.34 2.25 -1.52
F 5.56 2.12 -3.30
C 5.94 3.93 -1.88
F 7.19 4.13 -2.28
F 5.12 4.61 -2.67
F 5.80 4.36 -0.64
C -2.99 -1.94 0.56
C -3.55 -2.53 1.84
O -3.01 -2.52 2.90
O -4.76 -3.15 1.62
C -5.95 -2.39 1.83
C -6.70 -2.14 0.56
O -6.26 -2.07 2.92
H 0.91 -5.72 2.44
H -0.61 -5.78 3.33
H -0.04 -7.22 2.47
H -0.39 -5.92 0.41
H -1.43 -4.01 2.32
H -2.57 -4.50 1.07
H -1.41 -4.73 -1.38
H 0.31 -0.18 -1.63
H 0.47 -1.63 -2.35
H -1.91 -0.07 -2.89
H -0.41 -1.77 2.27
H -1.67 -0.62 2.04
H -0.27 0.94 1.74
H 0.26 0.33 0.22
H -3.51 -2.40 -0.28
H -3.33 -0.90 0.58
H -6.50 -1.13 0.21
H -7.76 -2.26 0.76
H -6.40 -2.84 -0.21
Cl -9.14 -4.62 1.10
C -8.49 -5.05 2.71
C -9.39 -6.00 3.45
Cl -10.93 -5.24 3.92
H -8.35 -4.13 3.27
H -7.52 -5.52 2.55
H -8.90 -6.33 4.36
H -9.63 -6.87 2.84
Cl 1.95 2.02 7.61
C 3.34 1.24 6.82
C 2.93 0.08 5.95
Cl 2.31 -1.29 6.91
H 4.03 0.93 7.60
H 3.83 2.00 6.20
H 3.78 -0.28 5.39
H 2.15 0.37 5.26
Cl -3.55 1.99 -3.78
C -3.32 2.64 -5.43
C -4.57 2.50 -6.26
Cl -4.95 0.79 -6.61
H -2.49 2.09 -5.88
H -3.04 3.68 -5.33
H -4.43 3.00 -7.21
H -5.43 2.93 -5.75
Cl -4.89 1.14 1.88
C -3.88 2.19 2.91
C -3.22 3.28 2.11
Cl -2.04 2.61 0.96
H -3.14 1.55 3.39
H -4.53 2.61 3.67
H -2.68 3.95 2.78
H -3.94 3.86 1.54
Cl 12.18 2.76 -3.78
C 10.42 3.06 -3.78
C 9.69 2.13 -4.71
Cl 10.04 2.45 -6.42
H 10.26 4.10 -4.06
H 10.07 2.90 -2.76
H 8.62 2.25 -4.58
H 9.95 1.09 -4.51
Cl -0.87 4.66 -3.52
C -0.84 6.40 -3.94
C -2.15 6.85 -4.52
Cl -2.44 6.13 -6.13
H -0.02 6.56 -4.64
H -0.64 6.95 -3.02
H -2.15 7.93 -4.65
H -2.98 6.57 -3.88

# 3
109
Properties=species:S:1:pos:R:3 method="wB97M-V/def2-TZVPD" multiplicity=1 smiles="CCOC(=O)C(F)(F)F.CCOC(=O)C(F)(F)F.CCOC(=O)C(F)(F)F.CCOC(=O)C(F)(F)F.CCOC(=O)C(F)(F)F.C[C@H]1COC(=O)O1.C[C@H]1COC(=O)O1.C[C@H]1COC(=O)O1" homo_ev=-10.60 energy_ev=-113547.684 lumo_energy_ev=-0.2
C 3.54 2.25 2.29
C 4.54 2.28 3.45
O 5.80 1.86 2.91
C 6.80 1.81 3.77
O 6.78 2.24 4.87
C 8.13 1.38 3.11
F 8.37 0.09 3.38
F 8.10 1.58 1.79
F 9.14 2.10 3.58
H 3.97 2.85 1.49
H 2.63 2.79 2.57
H 3.37 1.21 2.04
H 4.22 1.68 4.29
H 4.65 3.34 3.71
C -3.69 0.05 2.62
C -4.27 1.18 3.49
O -3.46 1.39 4.67
C -4.07 1.39 5.84
O -5.23 1.20 6.01
C -3.07 1.58 7.03
F -3.53 0.92 8.08
F -1.86 1.09 6.77
F -3.00 2.87 7.32
H -2.85 0.38 2.01
H -4.48 -0.43 2.05
H -3.26 -0.69 3.30
H -5.26 0.96 3.88
H -4.21 2.07 2.87
C 1.15 0.68 0.31
C -0.25 0.92 -0.24
O -0.77 -0.20 -0.98
C -1.08 -1.29 -0.33
O -1.02 -1.39 0.87
C -1.38 -2.44 -1.29
F -0.48 -2.37 -2.31
F -1.29 -3.64 -0.76
F -2.58 -2.30 -1.88
H 1.18 0.26 1.30
H 1.66 1.64 0.24
H 1.68 -0.02 -0.34
H -0.20 1.71 -0.98
H -0.97 1.18 0.55
C -2.83 6.79 -0.65
C -1.65 6.19 0.05
O -0.66 5.81 -0.90
C 0.11 4.80 -0.62
O 0.04 4.09 0.34
C 1.16 4.50 -1.71
F 0.68 3.51 -2.51
F 1.42 5.55 -2.46
F 2.29 4.07 -1.16
H -3.54 7.17 0.10
H -3.40 6.09 -1.26
H -2.55 7.68 -1.21
H -2.03 5.36 0.66
H -1.19 6.91 0.72
C 2.64 -2.96 0.20
C 3.62 -2.82 -0.97
O 3.19 -1.70 -1.76
C 3.04 -1.91 -3.05
O 2.76 -2.94 -3.55
C 3.21 -0.65 -3.92
F 3.28 0.47 -3.15
F 4.34 -0.71 -4.62
F 2.16 -0.52 -4.70
H 2.91 -3.88 0.73
H 1.62 -3.01 -0.18
H 2.71 -2.09 0.85
H 3.52 -3.74 -1.55
H 4.62 -2.70 -0.55
C -5.57 -0.98 -3.27
C -5.16 -1.99 -4.33
C -6.28 -2.48 -5.24
O -5.68 -2.44 -6.54
C -4.53 -1.72 -6.51
O -3.87 -1.44 -7.46
O -4.35 -1.23 -5.26
H -6.33 -1.48 -2.66
H -6.00 -0.05 -3.62
H -4.71 -0.74 -2.64
H -4.54 -2.78 -3.92
H -7.26 -2.00 -5.16
H -6.57 -3.51 -5.03
C -0.16 -2.48 5.62
C 1.10 -1.65 5.47
C 0.85 -0.15 5.55
O 2.08 0.31 6.14
C 2.60 -0.69 6.89
O 3.50 -0.58 7.64
O 1.94 -1.85 6.63
H 0.08 -3.49 5.93
H -0.72 -2.46 4.70
H -0.73 -2.04 6.45
H 1.68 -1.95 4.59
H -0.01 0.07 6.18
H 0.63 0.41 4.65
C 0.13 -4.61 -5.08
C 0.16 -3.91 -6.42
C -0.71 -2.67 -6.69
O 0.20 -1.76 -7.30
C 1.47 -2.19 -7.18
O 2.44 -1.60 -7.49
O 1.50 -3.43 -6.63
H -0.85 -5.01 -4.85
H 0.52 -3.89 -4.36
H 0.91 -5.37 -5.08
H -0.01 -4.66 -7.20
H -1.06 -2.27 -5.73
H -1.60 -2.77 -7.30

# 4
80
Properties=species:S:1:pos:R:3 method="wB97M-V/def2-TZVPD" multiplicity=1 relative_energy_kcal_mol=0.0 homo_ev=1.75 energy_ev=-45840.763 charge=-2 lumo_energy_ev=4.3
Mg 0.25 -0.91 1.18
N -1.47 -3.74 2.98
N 2.03 -1.49 0.13
C 0.67 2.43 0.82
C 2.01 1.94 0.92
C 2.13 1.23 2.14
C 3.33 0.55 2.67
H 4.22 0.82 2.08
H 3.23 -0.54 2.67
H 3.52 0.87 3.71
C 0.89 1.34 2.84
C 0.62 0.80 4.19
H 0.51 1.61 4.94
H 1.43 0.14 4.52
H -0.32 0.22 4.21
C 0.00 2.12 2.04
C -1.30 2.67 2.47
H -1.83 1.98 3.13
H -1.94 2.89 1.61
H -1.17 3.62 3.02
C 3.14 2.28 0.03
H 3.87 2.91 0.57
H 2.81 2.84 -0.85
H 3.68 1.39 -0.31
C 0.12 3.21 -0.30
H -0.94 2.99 -0.46
H 0.65 2.98 -1.24
H 0.21 4.30 -0.13
C -2.35 -4.59 2.50
H -3.24 -4.79 3.11
C -2.20 -5.26 1.26
H -3.00 -5.91 0.93
C -1.03 -5.05 0.52
H -0.88 -5.54 -0.44
C -0.06 -4.20 1.04
H 0.87 -3.96 0.52
C -0.30 -3.49 2.28
C 0.45 -2.36 2.63
H 0.80 -2.28 3.66
C 1.13 -1.11 -0.79
C 3.27 -1.58 -0.49
H 4.14 -1.95 0.02
C 3.15 -1.15 -1.78
H 3.87 -1.08 -2.57
N 1.78 -0.86 -1.97
C 1.13 -0.17 -3.02
C 1.69 0.99 -3.60
C 0.82 1.84 -4.30
H 1.23 2.76 -4.73
C -0.53 1.56 -4.45
C -1.45 2.50 -5.18
H -2.31 2.78 -4.56
H -1.85 2.04 -6.09
H -0.92 3.42 -5.46
C -1.03 0.35 -3.95
H -2.08 0.09 -4.10
C -0.21 -0.53 -3.24
C -0.73 -1.82 -2.71
H -0.18 -2.69 -3.09
H -1.79 -1.93 -2.97
H -0.65 -1.86 -1.60
C 3.13 1.37 -3.47
H 3.71 1.03 -4.34
H 3.61 0.97 -2.58
H 3.22 2.46 -3.44
C -2.51 -0.79 3.30
C -2.89 -0.78 1.85
O -1.80 -0.24 1.05
C -2.23 0.05 -0.30
C -3.30 1.12 -0.37
H -1.66 -1.46 3.49
H -3.36 -1.17 3.88
H -2.29 0.22 3.66
H -3.11 -1.79 1.48
H -3.77 -0.15 1.69
H -1.33 0.34 -0.85
H -2.60 -0.89 -0.73
H -4.26 0.73 -0.04
H -3.03 2.01 0.22
H -3.41 1.42 -1.42

# 5
80
Properties=species:S:1:pos:R:3 method="wB97M-V/def2-TZVPD" multiplicity=1 relative_energy_kcal_mol=92.8 homo_ev="-2.33 / -0.86" energy_ev=-61094.408 charge=-1 lumo_energy_ev="2.6 / 2.6"
Sc 0.24 -0.28 0.56
N 1.19 -3.07 3.55
N 0.16 -1.99 -1.11
C 1.22 2.03 0.33
C 2.30 1.13 0.64
C 2.19 0.79 2.02
C 3.04 -0.15 2.79
H 3.89 -0.50 2.20
H 2.46 -1.12 3.05
H 3.37 0.28 3.73
C 1.05 1.44 2.56
C 0.66 1.42 4.00
H 1.29 2.10 4.59
H 0.79 0.42 4.44
H -0.38 1.73 4.15
C 0.44 2.21 1.52
C -0.71 3.13 1.69
H -1.54 2.64 2.22
H -1.10 3.46 0.72
H -0.44 4.03 2.26
C 3.40 0.72 -0.28
H 4.25 1.42 -0.21
H 3.07 0.72 -1.33
H 3.77 -0.29 -0.04
C 1.02 2.73 -0.96
H -0.04 2.94 -1.14
H 1.37 2.11 -1.80
H 1.57 3.69 -1.01
C 0.33 -3.57 4.40
H 0.64 -3.43 5.45
C -0.82 -4.28 3.95
H -1.38 -4.82 4.73
C -1.13 -4.33 2.57
H -2.03 -4.95 2.27
C -0.30 -3.61 1.66
H -0.59 -3.59 0.60
C 0.83 -2.84 2.24
C 1.74 -1.74 1.98
H 2.30 -2.30 1.16
C -0.07 -0.80 -1.61
C 0.86 -2.80 -2.03
H 1.35 -3.69 -1.59
C 0.77 -2.23 -3.25
H 0.93 -2.62 -4.26
N 0.17 -0.97 -2.95
C 0.11 0.20 -3.68
C 1.23 0.54 -4.46
C 1.09 1.67 -5.24
H 1.91 1.90 -5.93
C -0.07 2.46 -5.15
C -0.23 3.62 -6.06
H -0.74 4.43 -5.53
H -0.82 3.35 -6.94
H 0.76 3.96 -6.39
C -1.10 2.16 -4.24
H -2.00 2.78 -4.15
C -1.01 1.04 -3.45
C -2.09 0.69 -2.47
H -2.33 -0.37 -2.37
H -3.01 1.19 -2.81
H -1.92 1.10 -1.45
C 2.48 -0.29 -4.40
H 2.34 -1.33 -4.72
H 2.98 -0.30 -3.41
H 3.17 0.18 -5.10
C -3.66 -1.78 1.24
C -2.72 -0.67 0.82
O -1.57 -0.51 1.73
C -1.94 -0.65 3.19
C -2.90 0.42 3.62
H -3.11 -2.71 1.42
H -4.38 -1.96 0.43
H -4.24 -1.51 2.13
H -2.30 -0.88 -0.17
H -3.23 0.31 0.77
H -2.36 -1.65 3.31
H -0.99 -0.61 3.73
H -3.81 0.42 3.00
H -3.21 0.23 4.65
H -2.44 1.41 3.60